14
Properties=species:S:1:pos:R:3:mulliken_spin:R:1 method="wB97M-V/def2-TZVPD" total_energy_ha=-2955.6635 spin_multiplicity=3 gap_ev="3.60 / 2.10" charge=-1 s2=2.006 lumo_ha="0.1064 / -0.0579" e_homo_ev="-0.71 / -3.68"
C 1.579 0.964 0.377 -0.039
C 0.893 -1.549 0.652 -0.036
C -1.090 1.153 -0.859 -0.001
C 0.523 -0.164 0.236 0.966
O 1.585 1.856 1.189 -0.003
O 2.298 0.604 -0.572 0.085
O -0.475 -0.104 -0.602 -0.052
Br -4.739 0.138 0.108 1.007
H 1.971 -1.651 0.737 -0.006
H 0.452 -1.734 1.633 0.055
H 0.493 -2.282 -0.047 0.008
H -0.796 1.495 -1.852 0.016
H -0.804 1.894 -0.112 0.011
H -2.170 0.981 -0.826 -0.012